No. 1
{
  "formula": "C16H34N7OPtSSe2",
  "method": "the ωB97M-V functional and the def2-TZVPD basis",
  "species": ["Pt", "C", "Se", "C", "C", "Se", "C", "H", "H", "H", "H", "H", "H", "H", "H", "H", "H", "C", "N", "C", "C", "N", "C", "C", "N", "C", "C", "N", "C", "N", "C", "C", "C", "N", "C", "H", "H", "H", "H", "H", "H", "H", "H", "H", "H", "H", "H", "H", "H", "H", "H", "H", "H", "H", "H", "H", "H", "H", "H", "O", "S", "N"],
  "xyz": [[-0.984, 1.601, -0.596], [2.493, -0.680, -4.162], [1.427, -0.194, -2.588], [2.751, -0.675, -1.221], [2.572, -2.101, -0.755], [0.746, -2.385, -0.068], [1.187, -3.622, 1.384], [3.370, -0.036, -4.198], [1.880, -0.516, -5.045], [2.784, -1.727, -4.106], [2.613, 0.026, -0.397], [3.737, -0.525, -1.669], [3.261, -2.351, 0.053], [2.726, -2.806, -1.572], [1.841, -3.127, 2.098], [1.663, -4.511, 0.979], [0.253, -3.895, 1.872], [1.730, 1.136, 4.041], [1.967, 1.861, 2.815], [3.200, 2.633, 2.779], [3.217, 3.216, 1.371], [2.163, 2.480, 0.700], [1.746, 2.960, -0.590], [1.382, 1.794, 1.581], [0.296, 1.184, 1.195], [-0.480, 0.377, 2.119], [-1.661, -0.401, 1.476], [-1.735, -0.313, 0.028], [-2.661, -0.962, -0.633], [-2.785, -0.858, -1.980], [-2.081, 0.005, -2.878], [-3.889, -1.629, -2.508], [-4.410, -2.364, -1.278], [-3.657, -1.784, -0.172], [-3.781, -2.495, 1.083], [2.304, 1.629, 4.824], [2.068, 0.096, 3.986], [0.687, 1.169, 4.342], [4.062, 1.983, 2.963], [3.179, 3.406, 3.554], [4.166, 3.055, 0.852], [2.999, 4.290, 1.369], [2.639, 3.225, -1.154], [1.110, 3.849, -0.513], [1.213, 2.168, -1.139], [-0.908, 1.009, 2.908], [0.186, -0.358, 2.580], [-2.593, -0.011, 1.904], [-1.547, -1.450, 1.769], [-1.594, 0.842, -2.308], [-2.784, 0.423, -3.601], [-1.297, -0.539, -3.413], [-3.532, -2.306, -3.291], [-4.638, -0.955, -2.943], [-4.226, -3.442, -1.343], [-5.480, -2.200, -1.124], [-4.735, -3.022, 1.072], [-3.795, -1.816, 1.932], [-2.988, -3.238, 1.216], [-2.929, 5.455, -1.322], [-2.915, 4.021, -1.112], [-1.533, 3.400, -1.161]],
  "e_homo_ha": [-0.3896, -0.3896],
  "total_charge": 1,
  "e_lumo_ev": [-4.47, -4.47],
  "multiplicity": 1,
  "orbital_gap_ev": [6.131, 6.130]
}

No. 2
{
  "formula": "C16H34O3P2PtS",
  "method": "the ωB97M-V functional and the def2-TZVPD basis",
  "species": ["P", "P", "C", "C", "H", "H", "H", "H", "C", "H", "H", "H", "C", "H", "H", "H", "C", "H", "H", "H", "C", "H", "H", "H", "Pt", "C", "C", "C", "C", "C", "C", "C", "C", "C", "H", "H", "H", "H", "H", "H", "H", "H", "H", "H", "H", "H", "H", "H", "H", "C", "S", "O", "O", "O", "H", "H", "H"],
  "xyz": [[0.207, -1.623, -2.086], [-0.241, 1.640, -1.801], [-0.079, -0.580, -3.583], [0.206, 0.923, -3.434], [-1.122, -0.752, -3.893], [0.551, -1.003, -4.372], [1.272, 1.141, -3.600], [-0.343, 1.479, -4.200], [-1.892, 2.379, -1.905], [-2.001, 3.121, -1.105], [-2.645, 1.599, -1.742], [-2.038, 2.846, -2.887], [0.927, 2.921, -1.276], [0.962, 3.751, -1.993], [1.927, 2.481, -1.162], [0.589, 3.272, -0.291], [-0.953, -2.999, -2.021], [-0.680, -3.623, -1.162], [-0.928, -3.605, -2.933], [-1.969, -2.621, -1.855], [1.893, -2.267, -2.152], [2.615, -1.450, -2.045], [2.073, -2.791, -3.097], [2.043, -2.965, -1.320], [-0.145, -0.184, -0.499], [0.526, 1.641, -6.624], [-0.794, 1.698, -6.442], [-1.790, 1.001, -7.323], [-1.375, -0.409, -7.819], [-0.704, -1.266, -6.783], [0.611, -1.349, -6.591], [1.631, -0.557, -7.360], [1.214, 0.889, -7.728], [0.085, -1.517, 1.102], [1.211, 2.260, -6.030], [-1.235, 2.421, -5.744], [-1.990, 1.626, -8.209], [-2.748, 0.898, -6.792], [-2.308, -0.921, -8.094], [-0.784, -0.334, -8.741], [-1.401, -1.934, -6.256], [1.035, -2.146, -5.964], [1.875, -1.092, -8.292], [2.565, -0.495, -6.782], [2.148, 1.431, -7.941], [0.638, 0.898, -8.664], [0.613, -0.987, 1.909], [0.636, -2.420, 0.799], [-0.926, -1.779, 1.450], [-1.587, 0.979, 3.215], [-1.720, 1.438, 1.482], [-2.584, 0.473, 0.786], [-2.058, 2.842, 1.395], [-0.259, 1.273, 0.938], [-2.337, 0.210, 3.418], [-1.802, 1.869, 3.819], [-0.576, 0.609, 3.412]],
  "s2": 2.0052,
  "de_lowest_kj_mol": 0.0,
  "e_homo_ha": [-0.1227, -0.2981],
  "e_lumo_ev": [0.42, -1.94],
  "multiplicity": 3,
  "orbital_gap_ev": [3.756, 6.172]
}

No. 3
{
  "formula": "C16H34O3PS2",
  "method": "the ωB97M-V functional and the def2-TZVPD basis",
  "species": ["C", "C", "C", "C", "O", "P", "O", "C", "C", "C", "C", "O", "C", "C", "C", "C", "H", "H", "H", "H", "H", "H", "H", "H", "H", "H", "H", "H", "H", "H", "H", "H", "H", "H", "H", "H", "H", "H", "H", "H", "H", "H", "H", "C", "C", "S", "C", "S", "C", "H", "H", "H", "H", "H", "H", "H"],
  "xyz": [[-6.381, -3.022, -0.551], [-5.274, -3.180, 0.481], [-4.068, -2.286, 0.175], [-3.017, -2.496, 1.224], [-1.848, -1.637, 0.853], [-0.993, -0.269, 1.149], [0.260, -0.357, 2.150], [0.645, 0.160, 3.563], [0.729, 1.656, 3.648], [1.409, 2.101, 4.970], [0.515, 1.966, 6.198], [-1.326, 1.263, 0.674], [-2.357, 2.284, 1.075], [-1.889, 3.507, 0.317], [-2.816, 4.691, 0.517], [-2.320, 5.908, -0.257], [-7.183, -3.729, -0.330], [-6.794, -2.007, -0.522], [-6.005, -3.219, -1.560], [-5.642, -2.934, 1.489], [-4.910, -4.223, 0.503], [-3.669, -2.527, -0.826], [-4.395, -1.232, 0.154], [-3.269, -2.152, 2.221], [-2.659, -3.533, 1.208], [-0.143, -0.282, 4.198], [1.610, -0.332, 3.763], [1.322, 2.031, 2.809], [-0.274, 2.084, 3.572], [2.308, 1.489, 5.090], [1.733, 3.135, 4.842], [1.026, 2.434, 7.059], [-0.456, 2.482, 6.054], [0.328, 0.903, 6.449], [-3.358, 1.945, 0.751], [-2.311, 2.391, 2.172], [-0.877, 3.785, 0.656], [-1.819, 3.264, -0.759], [-3.824, 4.425, 0.177], [-2.873, 4.938, 1.583], [-2.994, 6.760, -0.123], [-1.319, 6.209, 0.075], [-2.257, 5.695, -1.332], [0.065, -1.473, -3.533], [0.738, -2.285, -2.451], [-0.286, -2.376, -0.994], [-0.322, -0.722, -0.492], [-0.880, 0.394, -1.664], [0.056, -0.011, -3.131], [0.702, -1.552, -4.422], [-0.955, -1.828, -3.741], [0.744, -3.352, -2.722], [1.738, -1.909, -2.173], [0.459, -0.440, 0.243], [1.075, 0.386, -2.989], [-0.516, 0.573, -3.865]],
  "e_homo_ha": -0.4032,
  "total_charge": 1,
  "e_lumo_ev": -4.45,
  "multiplicity": 1,
  "orbital_gap_ev": 6.520
}

No. 4
{
  "formula": "C16H35FIP",
  "method": "the ωB97M-V functional and the def2-TZVPD basis",
  "species": ["C", "C", "C", "C", "C", "C", "C", "C", "C", "C", "C", "C", "C", "P", "F", "C", "I", "C", "C", "H", "H", "H", "H", "H", "H", "H", "H", "H", "H", "H", "H", "H", "H", "H", "H", "H", "H", "H", "H", "H", "H", "H", "H", "H", "H", "H", "H", "H", "H", "H", "H", "H", "H", "H"],
  "xyz": [[3.250, -3.036, 0.179], [4.037, -2.274, -0.882], [3.339, -0.974, -1.318], [4.243, 0.259, -1.241], [3.485, 1.590, -1.422], [3.642, 2.602, -0.278], [2.534, 2.545, 0.772], [2.382, 1.174, 1.464], [1.005, 0.530, 1.274], [-0.020, 0.967, 2.322], [-1.415, 0.374, 2.046], [-2.467, 1.456, 1.791], [-3.760, 0.943, 1.159], [-3.589, 0.152, -0.479], [-2.365, 1.228, -0.942], [-4.961, -1.150, -0.217], [-4.197, -2.551, 1.253], [-5.446, -1.930, -1.465], [-4.744, -1.625, -2.788], [2.281, -3.355, -0.208], [3.783, -3.934, 0.491], [3.074, -2.412, 1.055], [4.220, -2.925, -1.737], [5.017, -2.023, -0.471], [2.973, -1.065, -2.343], [2.458, -0.815, -0.690], [4.740, 0.260, -0.269], [5.011, 0.154, -2.008], [3.843, 2.067, -2.336], [2.427, 1.381, -1.589], [3.647, 3.607, -0.703], [4.607, 2.468, 0.216], [1.587, 2.818, 0.300], [2.739, 3.303, 1.529], [3.144, 0.480, 1.105], [2.569, 1.299, 2.533], [0.616, 0.803, 0.289], [1.077, -0.559, 1.306], [-0.076, 2.058, 2.341], [0.339, 0.638, 3.298], [-1.734, -0.190, 2.923], [-1.362, -0.314, 1.203], [-2.737, 1.892, 2.758], [-2.052, 2.265, 1.194], [-4.427, 1.793, 0.986], [-4.282, 0.272, 1.836], [-4.343, 0.752, -1.492], [-2.660, -0.865, -0.723], [-5.810, -0.670, 0.269], [-6.519, -1.762, -1.574], [-5.341, -2.997, -1.282], [-5.184, -2.254, -3.563], [-4.893, -0.597, -3.112], [-3.681, -1.853, -2.755]],
  "e_homo_ha": -0.3409,
  "e_lumo_ev": 0.50,
  "multiplicity": 1,
  "orbital_gap_ev": 9.781
}

No. 5
{
  "formula": "C16H35N4NbO2",
  "method": "the ωB97M-V functional and the def2-TZVPD basis",
  "species": ["Nb", "N", "N", "N", "N", "H", "C", "H", "H", "H", "C", "H", "H", "C", "H", "H", "H", "H", "C", "H", "H", "C", "H", "C", "H", "H", "H", "C", "H", "H", "H", "H", "C", "H", "H", "C", "H", "C", "H", "H", "H", "H", "C", "C", "H", "H", "C", "H", "C", "H", "H", "C", "C", "O", "O", "H", "H", "H"],
  "xyz": [[0.193, 0.266, 0.758], [0.107, -1.662, 1.411], [-1.757, 0.531, 1.352], [1.111, -0.456, -0.975], [-0.501, 1.103, -0.971], [-1.892, -1.675, 2.073], [-1.003, -2.313, 2.086], [-0.734, -2.527, 3.137], [-1.244, -3.271, 1.597], [1.063, -3.502, 1.003], [1.286, -2.514, 1.443], [1.614, -2.671, 2.487], [2.126, -2.082, 0.888], [-3.033, 0.439, 0.649], [-3.389, 1.436, 0.342], [-2.973, -0.198, -0.240], [-3.802, 0.005, 1.310], [-2.344, 2.068, 2.667], [-1.934, 1.046, 2.701], [-2.634, 0.416, 3.274], [-0.978, 1.076, 3.238], [2.301, -1.086, -1.503], [2.139, -2.178, -1.407], [3.527, -0.667, -0.709], [3.426, -0.766, 0.375], [4.396, -1.262, -1.009], [3.759, 0.384, -0.913], [2.543, -0.753, -2.962], [3.383, -1.349, -3.326], [1.694, -0.966, -3.610], [2.816, 0.299, -3.076], [-1.472, 3.456, -3.201], [-0.837, 2.629, -2.862], [0.189, 3.010, -2.807], [-0.882, 1.843, -3.619], [-1.318, 2.169, -1.499], [-2.341, 1.757, -1.606], [-1.315, 3.325, -0.512], [-1.685, 3.026, 0.475], [-0.292, 3.715, -0.391], [-1.946, 4.141, -0.891], [0.799, 0.849, -2.599], [0.212, 0.245, -1.878], [-1.841, -2.334, -1.184], [-0.947, -2.936, -1.059], [-2.746, -2.685, -0.680], [-1.853, -1.249, -1.977], [-2.811, -0.779, -2.212], [-0.685, -0.665, -2.707], [-0.052, -1.451, -3.128], [-1.094, -0.034, -3.497], [1.801, 0.231, 4.137], [2.151, 1.270, 3.098], [3.026, 2.079, 3.310], [1.449, 1.238, 1.930], [2.732, -0.250, 4.464], [1.089, -0.532, 3.793], [1.401, 0.758, 5.014]],
  "e_homo_ha": [-0.2843, -0.2843],
  "e_lumo_ev": [0.16, 0.16],
  "multiplicity": 1,
  "orbital_gap_ev": [7.900, 7.899]
}

No. 6
{
  "formula": "C16H35N5O8Pd",
  "method": "the ωB97M-V functional and the def2-TZVPD basis",
  "species": ["Pd", "C", "O", "O", "O", "C", "O", "N", "C", "C", "H", "H", "H", "H", "H", "H", "H", "C", "O", "N", "C", "C", "H", "H", "H", "H", "H", "H", "H", "C", "O", "N", "C", "C", "H", "H", "H", "H", "H", "H", "H", "C", "O", "N", "C", "C", "H", "H", "H", "H", "H", "H", "H", "C", "O", "N", "C", "C", "H", "H", "H", "H", "H", "H", "H"],
  "xyz": [[8.634, 8.693, 22.666], [8.191, 5.912, 20.626], [8.619, 5.908, 21.813], [8.078, 7.090, 20.307], [7.878, 4.944, 19.912], [10.991, 5.347, 26.232], [10.965, 6.561, 25.874], [10.812, 5.016, 27.528], [10.363, 5.920, 28.590], [10.974, 3.627, 28.001], [11.277, 4.486, 25.608], [9.505, 5.691, 29.221], [10.071, 6.857, 28.115], [11.288, 5.969, 29.165], [10.918, 2.949, 27.149], [11.903, 3.409, 28.527], [10.199, 3.398, 28.733], [9.508, 10.821, 27.027], [8.951, 10.415, 25.992], [8.861, 11.295, 28.148], [9.473, 11.359, 29.513], [7.391, 11.367, 28.221], [10.554, 10.611, 27.299], [9.285, 12.344, 29.940], [10.540, 11.139, 29.492], [9.052, 10.625, 30.201], [7.152, 12.046, 29.040], [7.117, 11.842, 27.279], [6.960, 10.367, 28.248], [13.200, 8.670, 21.637], [12.157, 9.342, 21.840], [14.449, 9.124, 21.940], [15.656, 8.407, 21.519], [14.605, 10.399, 22.556], [13.237, 7.610, 21.341], [16.057, 7.794, 22.326], [16.337, 9.210, 21.238], [15.483, 7.714, 20.695], [13.599, 10.676, 22.870], [15.394, 10.555, 23.291], [14.733, 11.046, 21.689], [5.474, 11.572, 21.029], [6.565, 11.434, 21.587], [4.378, 12.062, 21.590], [3.019, 11.803, 21.064], [4.463, 12.626, 22.954], [5.298, 11.142, 20.031], [2.484, 12.734, 20.878], [2.517, 11.375, 21.932], [2.915, 11.090, 20.246], [5.373, 13.209, 23.096], [3.675, 13.378, 22.992], [4.431, 11.920, 23.784], [4.609, 7.803, 25.289], [5.674, 7.937, 24.673], [4.366, 7.284, 26.511], [2.959, 7.292, 26.945], [5.372, 6.947, 27.520], [3.699, 8.152, 24.777], [2.466, 6.357, 27.211], [2.318, 7.852, 26.263], [2.961, 7.766, 27.926], [6.290, 7.535, 27.507], [4.797, 6.903, 28.445], [5.660, 5.936, 27.231]],
  "s2": 2.0155,
  "de_lowest_kj_mol": 492.8,
  "e_homo_ha": [-0.2898, -0.2841],
  "e_lumo_ev": [-0.16, -1.37],
  "multiplicity": 3,
  "orbital_gap_ev": [7.726, 6.362]
}

Let's list max |F| in order: 3.7, 3.6, 4.4, 0.6, 2.4, 5.0 eV/A.
Let's list calculated total energy in order: -174387.3851, -55940.9709, -54236.7493, -37266.7358, -28765.6134, -44463.1846 eV.